The following is a quantum chemistry calculation of C54H150HfN8O34S2 as an isolated structure in a non-equilibrium geometry, from the Open Molecules 2025 dataset.

XYZ file:
```
249
C54H150HfN8O34S2 ωB97M-V/def2-TZVPD
Hf 4.956 -13.346 21.949
C 3.151 -15.706 18.249
C 3.321 -15.948 19.744
O 4.119 -15.101 20.526
H 4.115 -15.363 17.873
H 2.441 -14.906 18.041
H 2.919 -16.547 17.596
H 3.674 -16.979 19.727
H 2.320 -16.063 20.160
C 1.435 -11.467 19.554
C 1.797 -11.485 21.047
O 3.052 -12.053 21.287
H 2.060 -10.807 18.952
H 0.414 -11.106 19.425
H 1.519 -12.477 19.153
H 0.954 -12.033 21.467
H 1.620 -10.477 21.421
S 6.487 -14.897 24.110
O 5.713 -15.289 23.005
O 6.298 -13.452 23.780
O 6.027 -15.261 25.417
O 7.895 -15.292 23.893
S 8.373 -14.214 21.022
O 7.008 -13.857 21.211
O 8.978 -13.633 19.858
O 9.176 -13.893 22.188
O 8.619 -15.640 21.163
C 1.193 -17.485 14.101
O 2.227 -17.779 13.184
C 3.033 -16.702 12.715
C 4.235 -17.156 11.913
N 3.936 -17.650 10.588
C 5.082 -17.842 9.723
C 6.274 -18.656 10.320
O 6.951 -17.859 11.270
C 7.922 -18.505 12.081
H 0.747 -18.375 14.546
H 0.457 -16.756 13.762
H 1.790 -17.038 14.896
H 3.443 -16.200 13.592
H 2.410 -15.994 12.168
H 4.624 -18.006 12.474
H 5.006 -16.385 11.919
H 3.397 -18.503 10.638
H 5.391 -16.835 9.441
H 4.640 -18.246 8.812
H 6.966 -19.104 9.607
H 5.868 -19.502 10.876
H 8.770 -18.809 11.468
H 7.467 -19.387 12.532
H 8.259 -17.879 12.908
C -2.996 -15.387 20.870
O -1.885 -15.031 21.624
C -0.769 -15.946 21.584
C 0.403 -15.073 22.049
N 0.307 -14.277 23.302
C 0.042 -15.151 24.400
C -0.320 -14.343 25.717
O -1.720 -13.915 25.852
C -2.087 -12.892 24.989
H -2.881 -15.921 19.927
H -3.492 -14.444 20.640
H -3.704 -15.979 21.449
H -0.583 -16.214 20.544
H -1.003 -16.772 22.256
H 0.744 -14.464 21.212
H 1.307 -15.675 22.137
H -0.529 -13.722 23.187
H 0.967 -15.694 24.594
H -0.783 -15.833 24.198
H 0.353 -13.504 25.895
H -0.062 -14.984 26.560
H -2.015 -13.217 23.951
H -1.574 -11.942 25.139
H -3.101 -12.561 25.214
C -0.825 -13.802 18.169
O -1.574 -14.870 17.771
C -2.861 -14.432 17.299
C -3.752 -15.634 16.979
N -5.082 -15.099 16.763
C -5.842 -16.176 16.125
C -7.339 -15.776 15.938
O -7.988 -16.966 15.420
C -9.453 -16.790 15.491
H -1.229 -13.312 19.055
H -0.554 -13.101 17.380
H 0.122 -14.244 18.479
H -2.737 -13.747 16.460
H -3.311 -13.795 18.060
H -3.713 -16.389 17.764
H -3.533 -16.083 16.010
H -5.069 -14.254 16.210
H -5.837 -17.143 16.628
H -5.365 -16.401 15.171
H -7.414 -15.004 15.172
H -7.717 -15.489 16.919
H -10.072 -17.601 15.107
H -9.692 -15.795 15.115
H -9.831 -16.713 16.510
C 3.973 -21.944 18.771
O 5.186 -22.604 18.796
C 5.572 -23.088 20.095
C 6.786 -23.939 19.988
N 8.071 -23.286 20.026
C 8.340 -22.649 18.720
C 9.881 -22.294 18.803
O 10.713 -23.376 19.107
C 12.120 -23.155 18.979
H 3.214 -22.717 18.890
H 3.713 -21.490 17.815
H 3.843 -21.233 19.587
H 4.772 -23.709 20.499
H 5.793 -22.232 20.732
H 6.736 -24.647 19.161
H 6.728 -24.578 20.869
H 8.745 -23.963 20.354
H 7.829 -21.687 18.700
H 8.157 -23.275 17.846
H 10.093 -21.489 19.507
H 10.285 -21.847 17.894
H 12.691 -22.530 19.666
H 12.299 -22.815 17.959
H 12.479 -24.170 19.147
C 0.839 -10.509 15.953
O 1.460 -11.588 15.332
C 2.114 -12.515 16.238
C 3.368 -13.119 15.518
N 4.439 -12.149 15.540
C 5.645 -12.738 14.878
C 6.219 -14.022 15.528
O 5.701 -15.181 14.942
C 5.974 -16.375 15.644
H 1.548 -9.782 16.348
H 0.321 -10.895 16.831
H 0.128 -10.056 15.263
H 1.386 -13.304 16.426
H 2.339 -12.064 17.204
H 3.078 -13.328 14.488
H 3.545 -14.083 15.996
H 4.154 -11.248 15.183
H 6.395 -11.952 14.968
H 5.357 -12.961 13.850
H 6.128 -13.991 16.614
H 7.300 -14.016 15.391
H 5.723 -17.146 14.914
H 5.324 -16.454 16.515
H 7.040 -16.424 15.868
C 3.475 -20.081 14.841
O 2.355 -20.805 14.286
C 2.602 -21.974 13.504
C 3.279 -21.630 12.082
N 2.592 -20.598 11.405
C 1.364 -20.976 10.665
C 0.572 -19.757 10.174
O -0.674 -20.159 9.665
C -0.671 -20.580 8.284
H 3.113 -19.222 15.407
H 4.153 -19.715 14.070
H 3.995 -20.763 15.513
H 1.601 -22.396 13.411
H 3.227 -22.692 14.034
H 3.408 -22.522 11.469
H 4.267 -21.219 12.288
H 2.448 -19.892 12.112
H 0.749 -21.600 11.314
H 1.589 -21.587 9.791
H 1.302 -19.376 9.460
H 0.452 -19.028 10.975
H 0.167 -21.266 8.158
H -0.674 -19.747 7.581
H -1.548 -21.223 8.205
C 8.399 -18.907 19.859
O 7.507 -19.352 20.884
C 6.158 -18.975 20.566
C 5.183 -19.097 21.707
N 5.510 -18.172 22.773
C 4.631 -18.366 23.945
C 3.063 -18.207 23.737
O 2.607 -19.305 22.916
C 1.424 -19.054 22.174
H 9.415 -19.032 20.235
H 8.328 -17.868 19.538
H 8.451 -19.590 19.011
H 5.744 -19.626 19.796
H 6.054 -17.981 20.132
H 4.920 -20.118 21.984
H 4.235 -18.845 21.233
H 5.298 -17.211 22.549
H 4.948 -17.678 24.729
H 4.800 -19.337 24.410
H 2.803 -17.241 23.305
H 2.530 -18.253 24.687
H 1.444 -18.063 21.719
H 0.533 -19.154 22.794
H 1.355 -19.799 21.382
C 6.732 -20.143 16.577
O 8.119 -20.360 16.453
C 8.858 -19.224 16.084
C 10.343 -19.386 16.503
N 10.985 -20.427 15.618
C 12.449 -20.418 15.769
C 13.114 -21.561 14.958
O 13.631 -22.575 15.774
C 14.249 -23.584 15.093
H 6.166 -20.961 17.022
H 6.235 -19.967 15.622
H 6.471 -19.246 17.138
H 8.519 -18.278 16.505
H 8.724 -19.185 15.003
H 10.427 -19.653 17.556
H 10.852 -18.435 16.346
H 10.655 -21.381 15.667
H 12.814 -20.333 16.793
H 12.773 -19.443 15.404
H 13.945 -21.025 14.498
H 12.421 -21.950 14.212
H 15.074 -23.134 14.540
H 13.498 -23.939 14.387
H 14.627 -24.344 15.777
O 5.313 -12.630 19.588
H 5.189 -11.839 19.064
H 5.444 -13.326 18.944
O 8.378 -17.651 22.963
H 8.475 -18.543 23.298
H 7.465 -17.600 22.680
O 9.099 -15.328 17.660
H 9.148 -14.783 18.445
H 9.669 -16.073 17.848
O 3.158 -14.301 23.286
H 2.246 -14.012 23.323
H 3.283 -14.806 24.089
O 5.144 -10.536 17.969
H 4.612 -11.153 17.467
H 4.650 -9.717 17.944
O 4.234 -11.924 23.949
H 4.659 -11.997 24.803
H 3.784 -11.080 23.976
O 5.955 -11.187 21.871
H 6.705 -11.035 21.296
H 5.809 -10.346 22.304
C 0.327 -18.141 18.087
C 1.293 -19.294 18.082
O 0.898 -20.385 18.856
H -0.706 -18.442 17.915
H 0.474 -17.441 17.264
H 0.447 -17.410 18.887
H 2.257 -18.880 18.377
H 1.294 -19.570 17.027
H 0.341 -20.965 18.330
```

## Properties
energy	-5987.617506	Eh
charge	-2
HOMO level	0.1	eV

Here are the Mulliken charges for atoms 1 to 4, given in e: Hf 2.769; C 1.270; C 0.685; O -0.297